{
  "formula": "C6H14N3S",
  "method": "the ωB97M-V functional and the def2-TZVPD basis",
  "elements": ["C", "H", "H", "H", "H", "H", "C", "C", "H", "N", "H", "H", "C", "H", "H", "S", "C", "H", "H", "N", "H", "H", "N", "C"],
  "xyz": [[-0.05229, -0.10336, -2.91331], [1.45107, -2.21967, 1.17114], [1.28189, -1.93708, 3.58391], [-0.62367, 0.02182, -3.90196], [-1.55997, -1.19227, 3.00453], [0.98388, 0.14405, -3.21893], [1.26626, -1.18037, 1.29562], [-0.57405, -1.30193, 2.89437], [-0.04683, -1.18758, -2.79114], [0.25223, -1.75670, 3.85229], [1.40640, -0.61702, 0.26968], [0.32508, 1.38870, 0.01027], [-0.93563, -0.23727, 0.88162], [-1.44834, 0.94934, -1.52834], [0.62329, 2.84962, -2.65218], [-2.52318, 0.21856, 0.70179], [-0.26017, 2.46441, -2.19765], [-0.17923, -2.04861, 4.71960], [-0.33802, 3.24145, -1.45791], [-0.12361, -0.95715, 1.71711], [-0.96581, 2.69627, -3.01759], [1.98808, -0.76783, 2.06786], [0.44658, 0.60359, -0.70647], [-0.39397, 0.92903, -1.78430]],
  "forces_ev_per_angstrom": [[0.15, 1.47, -2.55], [0.01, -1.00, -0.08], [-2.39, 0.31, 1.07], [0.41, 0.23, 1.60], [-3.80, 0.43, 1.12], [-0.35, -0.17, 0.18], [1.48, 1.99, -0.57], [4.98, -1.29, 1.37], [-0.36, 0.21, 1.09], [0.14, 0.20, -2.33], [-0.29, -1.13, 2.08], [0.71, -0.82, -1.25], [-2.19, 2.06, -3.42], [-0.62, -0.60, 0.45], [1.55, -0.87, -0.48], [3.57, -1.32, 0.85], [-0.36, -0.31, -1.49], [0.51, -0.11, 0.07], [-0.89, -0.31, 1.13], [0.48, 0.42, -0.93], [-0.23, -0.33, 0.68], [-0.85, -0.27, -0.88], [-1.90, 0.81, 4.07], [0.24, 0.42, -1.76]],
  "charge": 1,
  "gap_ev": [7.20, 7.41],
  "total_energy_ev": -21743.407
}

=====

{
  "formula": "C6H14N4",
  "method": "the ωB97M-V functional and the def2-TZVPD basis",
  "elements": ["N", "H", "H", "H", "C", "C", "C", "H", "H", "C", "N", "H", "N", "C", "H", "C", "H", "H", "H", "H", "N", "H", "H", "H"],
  "xyz": [[-0.71953, -1.59961, 0.27299], [-1.82253, 0.05933, -0.68452], [0.74786, 0.12080, -1.50200], [2.36703, -2.09836, -0.88222], [0.44658, -2.39454, 0.14356], [0.81904, 0.24657, 0.52686], [-0.21119, 2.25639, -0.28655], [0.01776, 3.32268, -0.37902], [0.06052, -3.28921, -0.33042], [-1.63252, 1.94499, 0.29126], [0.89230, 1.68727, 0.55985], [-0.72913, -0.32254, 1.89901], [1.37257, -0.20898, -0.81489], [1.35157, -1.68934, -0.96258], [-0.24228, 1.76383, -1.30164], [-0.58924, -0.26060, 0.78077], [0.95098, -2.52502, 1.05427], [0.92766, -1.95242, -1.96657], [1.59310, -0.04353, 1.25745], [-1.70531, 2.25893, 1.33424], [-1.80726, 0.44710, 0.24994], [-2.45364, 2.37943, -0.15507], [-1.44698, -2.14300, 0.68873], [1.81262, 2.03981, 0.20654]],
  "forces_ev_per_angstrom": [[-0.55, 0.29, -0.71], [-0.40, 0.52, -0.52], [-0.71, 0.63, -0.88], [-0.11, 0.13, -0.16], [0.21, 1.12, -3.19], [2.10, 0.65, -1.74], [-0.17, -0.10, -0.16], [-0.34, -0.12, -0.17], [0.57, -0.72, 0.43], [2.77, -2.32, 1.25], [-1.26, 1.06, -0.78], [0.22, 0.60, -0.65], [0.03, -1.23, 1.48], [-0.43, -0.57, 0.62], [0.24, 0.80, 0.56], [-1.63, -0.74, 2.42], [1.04, -0.63, 1.30], [0.44, 0.22, 0.85], [-0.79, -0.70, 0.02], [0.28, -0.14, 0.14], [1.74, 0.66, 0.71], [-1.44, 1.08, -1.62], [-0.59, 0.28, 0.39], [-1.21, -0.77, 0.40]],
  "gap_ev": 9.68,
  "smiles": "C1CN[C@H]2NCCN[C@H]2N1",
  "total_energy_ev": -12408.080
}

=====

{
  "formula": "C6H14N4",
  "method": "the ωB97M-V functional and the def2-TZVPD basis",
  "elements": ["N", "H", "H", "N", "H", "H", "C", "H", "H", "H", "C", "H", "C", "H", "N", "H", "H", "N", "H", "H", "C", "H", "C", "C"],
  "xyz": [[2.89442, 1.13982, 0.07745], [2.62510, -1.36658, -0.56293], [-0.57912, -1.59635, 1.98163], [0.69473, 1.21882, -0.61403], [0.83934, -1.14662, -0.52087], [2.76178, 2.11145, 0.31403], [-1.60916, -1.33168, -1.32694], [-1.73439, -2.71061, 1.05826], [0.17469, 0.85923, -1.40602], [-1.42693, 2.72294, 0.55938], [-1.55577, 1.65015, 0.39275], [-2.28625, 1.26506, 1.10045], [1.85390, 0.50933, -0.47914], [1.16787, 0.53280, 1.90787], [0.23222, 0.91976, 1.82765], [-1.92938, 1.49913, -0.61955], [3.66347, 0.63934, 0.49376], [1.82702, -0.78254, -0.77519], [-2.29961, -0.51015, -1.54756], [-2.20397, -2.25608, -1.31784], [-1.06634, -1.84506, 1.03994], [-0.92718, -1.39260, -2.18525], [-0.24078, 0.95502, 0.63538], [-0.87564, -1.08460, -0.03326]],
  "forces_ev_per_angstrom": [[-0.15, -0.13, -0.11], [-0.04, 0.09, -0.01], [0.01, 0.03, 0.00], [-0.16, 0.03, 0.22], [0.05, 0.15, -0.04], [-0.03, -0.07, -0.03], [-0.07, -0.13, 0.00], [0.02, 0.02, -0.02], [-0.03, -0.10, 0.05], [0.02, -0.06, 0.00], [0.05, -0.06, -0.04], [0.04, 0.00, 0.00], [-0.03, -0.20, 0.40], [0.01, 0.03, -0.05], [-0.04, -0.08, -0.13], [0.04, -0.02, 0.01], [-0.08, 0.01, -0.08], [0.03, 0.16, 0.07], [0.03, -0.02, 0.02], [0.04, 0.05, 0.01], [-0.03, 0.02, -0.16], [-0.01, 0.00, 0.03], [0.26, -0.08, -0.26], [0.08, 0.36, 0.14]],
  "gap_ev": 7.09,
  "total_energy_ev": -12405.844
}